Here is a 14-piece molecular cluster, C6H41NO14 overall from OMol25. Energies are from the ωB97M-V functional and the def2-TZVPD basis.

The geometry in XYZ format:
```
62
Properties=species:S:1:pos:R:3:forces:R:3
C 0.7054 -0.2615 0.3618 -0.5462 0.6139 0.2813
N 1.6810 0.8135 0.5984 1.6879 -0.7711 -1.3154
C 1.6508 1.8332 -0.4935 -1.8288 0.5391 2.5600
C 0.5817 2.9534 -0.0161 0.6600 -1.4092 -3.7645
O -0.3910 2.9888 -1.0877 -0.2366 0.2567 -0.2687
C 0.2795 -0.8037 1.7101 -0.2252 -1.2085 1.4494
C -0.4842 -3.1774 1.4080 -1.2634 -0.2610 -1.7192
C 0.6445 -2.3050 1.9559 -2.1106 0.2464 -0.2649
H 1.0623 -1.0749 -0.3052 -0.0241 0.5207 0.3034
H -0.1686 0.1883 -0.1137 0.0205 -0.0203 -0.1887
H 2.5553 0.2590 0.5226 -0.4616 0.9196 0.4072
H 1.3865 1.4262 -1.4613 -0.1919 -0.0393 -0.1616
H 2.5695 2.3700 -0.5574 1.0380 0.0282 0.0131
H 1.1565 3.8823 -0.0604 -0.5951 0.2123 0.9264
H -0.0249 2.6905 0.8187 0.5166 0.0099 1.2473
H -1.3075 3.0610 -0.7439 0.1373 0.1388 0.3662
H 0.6569 -0.2768 2.6170 0.0086 0.2337 -1.1305
H -0.8500 -0.6589 1.7819 1.7947 -1.1661 0.1035
H -0.1130 -3.9618 0.6753 -0.5204 0.4852 1.4858
H -1.1222 -2.5800 0.6833 0.7107 -0.4695 0.8580
H -1.1785 -3.5531 2.1505 0.0002 -0.4107 0.1929
H 0.9583 -2.4719 2.9708 -0.6254 -0.1131 0.7977
H 1.4156 -2.8090 1.4572 1.5382 1.4629 -0.7965
H -3.5174 0.1299 1.5984 0.4575 -0.6051 0.2817
H -1.9245 0.1005 1.8356 -1.3808 0.3356 -0.0615
O -2.7282 0.6618 1.7894 0.4657 0.7021 -0.0977
H 1.4129 1.6659 2.6693 -0.2924 0.3221 -0.0481
H 0.1782 2.5799 2.8547 0.1887 0.2091 -0.1592
O 0.9420 2.2267 3.3181 0.4449 -0.3719 -0.0412
H 4.0061 0.2734 -0.6019 0.3656 -0.4668 -0.3478
H 4.7981 -1.0322 -0.9379 -0.0471 0.1922 0.1236
O 3.9136 -0.6689 -0.8162 -0.1165 0.2759 0.0004
H -0.6955 2.0786 4.4600 0.8238 0.3141 1.2644
H -1.6756 1.9262 3.5202 -1.4246 0.2783 0.1666
O -1.6012 2.3835 4.3788 0.2237 -0.7086 -1.2275
H 0.9738 -0.5256 -3.9782 -0.0830 0.3337 -0.5227
H 0.8095 1.0714 -3.9073 -0.0427 -0.5300 -0.2378
O 0.9979 0.2533 -3.4225 0.0178 0.3218 0.7081
H -0.0288 3.8703 -2.6215 0.2523 -0.3617 -0.2414
H 1.3436 3.6165 -3.2429 0.0025 0.0870 -0.0064
O 0.4278 3.7858 -3.4834 -0.0231 0.1054 -0.1608
H 2.5424 -3.3180 -2.7343 0.1191 0.1666 -0.0271
H 3.0270 -3.3108 -1.2746 -0.0162 -0.2134 -0.2195
O 2.8716 -3.8926 -2.0406 0.2836 0.0020 0.0363
H -2.2448 -1.0821 -1.9612 -0.0493 -0.3463 0.3169
H -2.3892 -0.5352 -0.6268 -0.1051 -0.0412 0.3938
O -2.3096 -1.3999 -1.0428 0.0462 0.0615 -0.4544
H -2.6066 1.1935 -3.1441 0.5513 0.3548 0.0315
H -1.4489 1.3427 -2.0310 0.2681 0.4449 -0.5522
O -2.2914 0.9379 -2.2725 -0.6926 -0.2913 0.1779
H 0.5494 -4.1072 -2.0855 0.0507 0.3297 0.0989
H -0.0713 -2.6678 -1.9744 -0.0125 -0.3756 0.1413
O 0.1428 -3.4729 -1.4797 -0.1880 0.1074 -0.2830
H -2.8817 2.3980 0.7523 -0.0895 -0.4018 -0.1172
H -3.2428 2.1758 -0.7630 0.3304 0.2292 0.5933
O -2.8694 2.8138 -0.1219 -0.3433 0.1413 -0.4245
H -3.7031 -2.3378 1.0990 -0.3260 0.2369 -0.4306
H -4.9468 -1.4975 0.5852 0.2227 -0.4494 -0.2827
O -4.3506 -1.6538 1.3210 0.0515 0.2860 0.6020
H 2.3265 -3.7225 0.6248 -0.1142 0.0205 -0.2839
H 3.6649 -4.2388 0.9901 0.3052 0.2484 -0.0642
O 3.2277 -3.4087 0.7511 0.3924 -0.7418 -0.0275
```
Forces are in eV/Å.

## Properties
**DFT total energy**: -37040.6008 eV
**HOMO**: -9.49 eV
**E_LUMO**: -0.2 eV
**Total charge**: 0

***

Here is a 2-piece molecular cluster, C5H13NO2 overall from OMol25. Energies are from the ωB97M-V functional and the def2-TZVPD basis.

The geometry in XYZ format:
```
21
Properties=species:S:1:pos:R:3:forces:R:3
C 0.2291 -2.5282 -1.3559 -3.9537 -2.9964 1.7085
C -0.0495 -1.5140 -0.2862 -2.2936 -2.0710 3.3687
C 0.7439 -0.3146 -0.4165 1.3680 1.9479 2.8471
C -0.1074 0.8511 0.1071 1.6398 2.7796 -1.0229
O -0.4443 1.1773 1.2260 -0.0654 -1.4942 0.3657
N -0.3063 1.8200 -0.8708 -0.1217 0.1280 -0.2350
C 0.2784 1.7834 -2.1604 1.7436 2.1461 -2.4808
H 0.6836 -3.4455 -1.0066 0.4440 -0.0837 0.2742
H 0.6646 -2.2911 -2.2433 1.6027 1.5081 -2.2584
H -0.8064 -2.8989 -1.6817 1.3146 0.2343 0.2246
H -1.1929 -1.2822 -0.2198 1.9359 -0.1052 -0.5887
H 0.0789 -1.8858 0.8166 -0.0654 0.0757 -2.0499
H 1.0199 -0.2320 -1.4147 0.1938 0.7827 -1.7078
H 1.7786 -0.2789 0.1231 -1.9174 -0.3167 -0.4354
H -0.3372 2.7832 -0.5338 -0.4881 -0.7413 0.3242
H 0.1180 0.9915 -2.8362 -1.0532 -1.7563 -0.0408
H 1.4386 1.7733 -2.1996 -1.5512 0.8106 0.3151
H -0.1779 2.6128 -2.8285 1.1423 -0.7416 1.4182
O -0.3824 -0.8260 3.4269 -0.5139 -1.1167 -3.4159
H -0.0095 -0.8818 4.2530 0.7878 0.3298 3.0132
H -1.0668 -0.1807 3.3161 -0.1489 0.6804 0.3762
```
Forces are in eV/Å.

## Properties
**DFT total energy**: -10979.2815 eV
**HOMO**: -9.38 eV
**E_LUMO**: 0.9 eV
**Total charge**: 0
**SMILES**: CCCC(=O)NC.O

***

Here is a 2-piece molecular cluster, C4H15N2O overall from OMol25. Energies are from the ωB97M-V functional and the def2-TZVPD basis.

The geometry in XYZ format:
```
22
Properties=species:S:1:pos:R:3:forces:R:3
N 0.8257 -0.6068 -1.2916 4.2781 2.9822 -2.1742
C -0.0928 0.4467 -0.7735 -1.0590 -1.2456 1.7276
C -0.6826 1.3407 -1.8305 0.3509 2.2515 2.9459
C 0.5445 1.1865 0.4462 -2.2944 -0.3143 -0.4972
N -0.6480 1.2586 1.4410 3.1213 1.6852 -0.0944
C -0.4936 0.1085 2.4150 -3.2293 -0.5155 0.0439
H 1.8389 -0.4583 -0.8529 -2.5877 -0.6318 -1.1865
H 0.5532 -1.5638 -1.1289 -0.4424 -0.9273 0.2684
H 0.9256 -0.3270 -2.3306 0.1338 -1.4088 1.8027
H -0.9451 -0.1786 -0.4182 0.6924 0.5794 0.3244
H -0.6010 1.0076 -2.8036 0.0561 -0.7079 -2.1258
H -0.2014 2.3424 -1.6759 -0.5106 -0.7076 -0.7850
H -1.7204 1.4463 -1.5143 -0.0532 0.2479 -0.5528
H 1.2834 0.5490 0.8899 0.7880 -0.2434 0.2219
H 1.0221 2.1572 0.1124 -0.8511 -0.8943 0.6671
H -0.4246 2.2120 1.8855 -0.9866 -2.1329 -0.0545
H -1.5940 -0.1031 2.8288 2.4250 0.5202 -0.6570
H -0.2308 -0.8942 1.9186 -0.0187 1.7367 0.4339
H 0.1460 0.3357 3.2674 0.1929 -0.1940 -0.1838
H -0.3143 -3.3384 0.4232 -1.8858 -1.1199 1.7571
H 0.5073 -3.8132 -0.7953 -0.0015 -1.3958 -0.4653
O 0.3020 -3.1079 -0.2129 1.8818 2.4360 -1.4167
```
Forces are in eV/Å.

## Properties
**DFT total energy**: -9411.1582 eV
**HOMO**: -13.02 eV
**E_LUMO**: -3.2 eV
**Total charge**: +1

***

Here is one molecule with the formula C7H7NO3 from OMol25. Energies are from the ωB97M-V functional and the def2-TZVPD basis.

The geometry in XYZ format:
```
18
Properties=species:S:1:pos:R:3:forces:R:3
N -1.8295 -1.1692 1.9536 -2.0723 4.0829 2.1316
C -0.8898 -0.3584 1.1968 0.3268 -0.9786 -2.9172
C -0.4811 -0.8315 -0.1506 -3.5131 -2.4219 3.5800
C 0.4572 -0.1449 -0.8261 0.8940 0.6614 -1.6791
C 0.8310 -0.6402 -2.1448 -3.4956 -5.6913 -3.5894
O 0.0435 -1.5368 -2.6879 4.2080 4.4754 1.8117
O 2.0013 -0.2634 -2.7399 -3.4788 -2.3276 -1.9983
C 0.8727 1.0934 -0.3870 -3.8602 -2.2731 1.8260
C 0.3993 1.5967 0.7633 -2.7553 -0.5024 4.1190
C -0.4169 0.8921 1.6741 0.4211 -3.6728 -6.3338
O -0.9005 1.2149 2.7874 0.1775 6.4302 6.4608
H -2.6683 -0.3705 2.3290 2.2134 -2.6695 -2.1080
H -1.4504 -1.0246 2.8997 0.4118 -1.1794 0.1150
H -0.9955 -1.8628 -0.5525 1.6046 2.9817 1.0398
H 2.3820 0.1718 -2.0560 2.7881 2.6130 2.9569
H 1.6881 1.5860 -0.3964 6.2311 3.2274 -2.9200
H 0.5877 2.5001 1.2749 1.4273 1.6498 -0.5131
H -0.5254 2.2246 3.1942 -1.5285 -4.4051 -1.9816
```
Forces are in eV/Å.

## Properties
**DFT total energy**: -15000.8881 eV
**HOMO**: -8.92 eV
**E_LUMO**: -0.2 eV
**Total charge**: 0
**SMILES**: Nc1cc(C(=O)O)ccc1O

***

Here is C22H30Br3N4O3Zr as an isolated structure from OMol25. Energies are from the ωB97M-V functional and the def2-TZVPD basis.

The geometry in XYZ format:
```
63
Properties=species:S:1:pos:R:3:forces:R:3
Zr 0.2926 -0.0666 -0.2917 0.0846 -0.6289 -0.0341
Br 3.9264 2.6758 1.7988 -0.0400 -0.0105 -0.0011
C 2.9772 3.3921 0.3369 0.0360 0.0729 0.0140
C 3.3232 4.6308 -0.1968 -0.0100 -0.0308 -0.0083
C 2.6174 5.0824 -1.2952 -0.0147 0.0180 -0.0316
C 1.5937 4.3038 -1.8430 -0.0532 0.0208 -0.0181
C 1.3308 3.1176 -1.2130 0.0996 -0.1062 -0.0171
N 1.9966 2.6536 -0.1418 -0.0835 0.0169 -0.0204
C 0.3770 1.9984 -1.5038 0.1254 0.2268 -0.0006
O -0.5832 1.8042 -0.6706 -0.0688 0.0106 0.1088
O 0.7282 0.9914 -2.1902 0.0094 0.1749 -0.0493
H 4.1246 5.2114 0.2367 0.0017 -0.0038 0.0037
H 2.8645 6.0385 -1.7372 -0.0018 -0.0008 -0.0009
H 1.0389 4.6288 -2.7113 0.0009 0.0024 0.0000
Br 3.3216 -0.1802 -0.5646 0.0632 -0.0062 0.0012
C 3.1906 -1.6576 -1.7924 0.0382 -0.0225 -0.0111
Br 1.3537 -2.2951 -1.7318 -0.0801 -0.0265 -0.0324
H 3.8408 -2.4637 -1.4748 -0.0077 -0.0092 -0.0035
H 3.3970 -1.3100 -2.7968 -0.0048 -0.0075 -0.0037
C -3.0648 0.9891 -3.3322 0.0150 -0.0437 -0.0196
N -2.8492 -0.3323 -3.9936 0.0187 0.0052 0.0115
C -2.5645 -0.1718 -5.4551 -0.0136 -0.0135 0.0499
C -1.7743 -1.1464 -3.3069 -0.0272 0.0652 -0.0179
C -2.2049 -1.5701 -1.9219 -0.0626 -0.0701 -0.0221
C -3.3579 -2.3420 -1.8423 0.0259 -0.0077 0.0235
C -3.8900 -2.7297 -0.6179 0.0075 0.0159 -0.0339
C -3.2433 -2.3650 0.5463 0.0109 -0.0200 0.1168
C -2.0503 -1.6545 0.4756 0.0337 0.0542 -0.0990
C -1.5008 -1.2263 -0.7476 -0.0452 0.0191 -0.0639
H -3.9156 1.4788 -3.7982 0.0028 0.0143 0.0074
H -2.1668 1.5849 -3.4790 -0.0021 0.0097 0.0030
H -3.2531 0.8299 -2.2738 0.0001 0.0127 0.0017
H -3.7219 -0.8561 -3.9048 -0.0060 -0.0058 -0.0114
H -1.6205 0.3570 -5.5623 0.0010 0.0010 -0.0152
H -3.3691 0.4014 -5.9079 0.0046 0.0024 -0.0089
H -2.5015 -1.1558 -5.9123 0.0043 0.0062 -0.0169
H -0.8793 -0.5258 -3.3097 0.0093 -0.0075 0.0116
H -1.6046 -2.0122 -3.9482 0.0251 -0.0028 0.0106
H -3.8580 -2.6753 -2.7478 -0.0074 0.0071 0.0038
H -4.7948 -3.3212 -0.5796 0.0008 -0.0026 -0.0137
H -3.6444 -2.6583 1.5073 0.0073 -0.0009 -0.0029
H -1.5481 -1.4462 1.4151 -0.0020 0.0146 0.0226
C 0.0380 1.3838 2.5256 0.0503 -0.1746 0.0283
N 0.5293 0.2930 3.3538 -0.0180 0.0578 0.0091
C 0.5584 0.4299 4.8231 -0.0223 0.0184 -0.0258
C 1.6602 -0.4459 5.3831 0.0138 -0.0185 -0.0169
C 1.4848 -1.8686 4.8936 -0.0066 0.0274 -0.0050
N 1.3357 -1.8931 3.4253 -0.0068 0.0122 0.0291
C 1.6904 -3.1481 2.7604 0.0090 0.0088 0.0033
C 0.9108 -0.8363 2.7647 0.0967 -0.1725 -0.0656
O 0.8349 -0.8936 1.4522 -0.1769 0.2737 0.1519
H -0.0788 2.2747 3.1361 -0.0167 0.0096 -0.0052
H -0.9468 1.1541 2.0959 0.0062 0.0380 0.0001
H 0.7748 1.6251 1.7507 -0.0380 0.1703 0.0320
H -0.4171 0.1550 5.2300 -0.0034 0.0086 -0.0008
H 0.7379 1.4790 5.0479 0.0076 -0.0036 0.0201
H 1.6295 -0.4269 6.4709 0.0009 0.0007 0.0011
H 2.6327 -0.0593 5.0720 0.0042 -0.0041 0.0112
H 0.6089 -2.3444 5.3399 0.0016 -0.0027 -0.0045
H 2.3549 -2.4771 5.1349 0.0062 0.0095 0.0095
H 2.7743 -3.2511 2.7072 -0.0006 -0.0030 0.0023
H 1.2661 -3.1879 1.7630 -0.0034 0.0067 0.0007
H 1.2874 -3.9699 3.3493 0.0010 -0.0064 -0.0074
```
Forces are in eV/Å.

## Properties
**DFT total energy**: -246789.7351 eV
**HOMO**: -17.20 eV
**E_LUMO**: -9.3 eV
**Total charge**: +3

***

Here is one molecule with the formula C20H21N5O3S from OMol25. Energies are from the ωB97M-V functional and the def2-TZVPD basis.

The geometry in XYZ format:
```
50
Properties=species:S:1:pos:R:3:forces:R:3
C -1.3164 3.7731 2.3909 -0.0390 0.2551 -0.0203
O -1.1483 2.3853 2.5519 -0.2145 -0.4054 -0.0983
C -1.4124 1.5664 1.5018 0.0006 -0.2449 0.0497
C -1.9134 1.9680 0.2692 0.0811 0.2352 0.1955
C -2.2047 1.0316 -0.7091 -0.0608 -0.1703 0.0461
C -2.0019 -0.3162 -0.4798 -0.1912 0.0183 -0.0346
C -1.4758 -0.7324 0.7299 0.0001 0.2128 0.1123
C -1.1767 0.1974 1.7120 -0.1277 0.3132 -0.4275
N -0.6573 -0.2361 2.9434 0.2149 -0.3014 0.6982
C -1.1250 -1.2453 3.7284 -0.1080 0.0801 -0.1440
N -0.3896 -1.3830 4.7898 -0.6916 -0.9465 0.2807
N 0.5881 -0.4738 4.7349 0.5916 0.7093 0.2439
C 0.4343 0.2152 3.6407 0.1254 0.3725 -0.4089
S 1.5060 1.4737 3.0849 0.4820 0.1083 0.1602
C 2.9386 0.4044 2.5959 -0.3996 0.0575 0.3469
C 3.5472 -0.3322 3.7684 0.0135 -0.1165 -0.1400
C 2.3854 -0.5198 1.5156 0.2519 0.4359 -0.0036
O 2.2384 -1.7090 1.6769 -0.0353 -0.2940 0.0502
N 2.0461 0.1674 0.3889 0.1996 0.2761 -0.2547
C 1.4187 -0.2984 -0.7694 -0.0943 -0.0788 -0.2116
C 0.9724 0.6436 -1.6926 0.1617 -0.2770 0.1566
C 0.3303 0.2561 -2.8496 0.0107 0.0161 -0.1500
C 0.1238 -1.0959 -3.1080 0.1545 0.2033 0.3336
N -0.5307 -1.5555 -4.2561 0.0380 -0.4258 -0.0439
C -1.2361 -0.8411 -5.1819 -0.1150 -0.4950 -0.2200
C -1.7994 -1.7237 -6.2776 -0.0609 0.2382 -0.0618
O -1.4037 0.3558 -5.1413 -0.0374 0.3434 0.0165
C 0.5902 -2.0387 -2.1944 -0.1023 0.2320 -0.1793
C 1.2303 -1.6510 -1.0353 0.0945 -0.0722 0.0757
H -2.3603 4.0274 2.1832 0.0569 -0.0017 -0.0088
H -1.0167 4.2121 3.3405 -0.0420 0.0346 -0.0755
H -0.6758 4.1627 1.5946 -0.0204 -0.0126 -0.0041
H -2.0929 3.0123 0.0709 -0.0169 0.1194 0.0130
H -2.5944 1.3635 -1.6587 -0.0272 0.0437 -0.1145
H -2.2393 -1.0407 -1.2415 0.0080 -0.0755 -0.1000
H -1.2812 -1.7767 0.9207 0.0730 -0.0977 0.0241
H -1.9934 -1.8253 3.4948 -0.2401 -0.0880 -0.0990
H 3.6463 1.1153 2.1614 -0.0486 -0.0223 -0.0445
H 3.9706 0.3751 4.4766 0.0205 0.0543 0.0399
H 2.7908 -0.9260 4.2779 0.1236 0.0129 -0.0285
H 4.3285 -0.9989 3.4097 0.1000 -0.0639 -0.0019
H 2.1476 1.1735 0.4313 -0.0553 -0.2453 0.1010
H 1.1249 1.6955 -1.4973 -0.0068 0.1358 0.0271
H -0.0202 0.9935 -3.5511 -0.0160 0.0281 -0.0172
H -0.5058 -2.5588 -4.3776 -0.0475 0.2104 -0.0856
H -2.4817 -2.4595 -5.8566 -0.0388 -0.0912 0.0115
H -2.3377 -1.1061 -6.9903 0.0079 0.0122 0.0204
H -0.9943 -2.2445 -6.7919 0.0373 -0.0807 -0.0440
H 0.4474 -3.0920 -2.3922 -0.0221 -0.1269 -0.0130
H 1.5794 -2.3883 -0.3325 0.0122 -0.0251 0.0320
```
Forces are in eV/Å.

## Properties
**DFT total energy**: -45509.7543 eV
**HOMO**: -8.06 eV
**E_LUMO**: 0.4 eV
**Total charge**: 0
**SMILES**: COc1ccccc1-n1cnnc1S[C@@H](C)C(=O)Nc1ccc(NC(C)=O)cc1